No. 1
A 11-piece molecular cluster, C30H80F6N5O25P6 overall in a non-equilibrium geometry. Source: OMol25; level of theory: wB97M-V/def2-TZVPD.

Results
multiplicity: 2
E_LUMO (alpha / beta): -0.0324 / -0.2055 Ha
E_HOMO (alpha / beta): -8.657 / -8.657 eV
charge: 0
gap between HOMO and LUMO (alpha / beta): 7.7747 / 3.0661 eV

Element x y z (Å)
P (0.3212, -0.7126, -0.3033)
F (-0.2734, 0.5147, -1.2567)
F (-0.8860, -0.3798, 0.7175)
F (-0.5128, -1.7334, -1.1865)
F (0.8128, -1.9694, 0.6523)
F (1.5764, -0.9603, -1.2604)
F (1.2189, 0.2605, 0.6651)
C (1.5593, 0.6452, -4.2602)
O (2.6075, 1.1776, -4.1263)
N (1.3752, -0.2076, -5.2650)
C (0.0161, -0.5734, -5.6765)
C (2.3347, -0.6043, -6.2810)
H (0.7814, 0.9144, -3.5290)
H (-0.3679, 0.1848, -6.3591)
H (-0.5384, -0.6902, -4.7454)
H (0.2330, -1.5286, -6.1547)
H (3.3968, -0.4176, -6.1225)
H (2.3374, -1.6472, -6.5979)
H (2.1074, -0.1227, -7.2320)
C (2.1639, 3.1156, -1.3233)
O (3.2814, 3.3571, -1.7318)
N (1.3991, 4.0805, -0.6144)
C (1.9003, 5.3932, -0.3025)
C (-0.0025, 3.9255, -0.4179)
H (1.4756, 2.2745, -1.4998)
H (2.9865, 5.4794, -0.3320)
H (1.4697, 5.6435, 0.6670)
H (1.4616, 6.1320, -0.9733)
H (-0.2076, 4.0044, 0.6497)
H (-0.5788, 4.5408, -1.1089)
H (-0.3298, 2.9098, -0.6397)
C (-1.2720, 0.3201, 5.5804)
O (-1.4843, 0.5234, 6.7684)
N (-1.1956, -0.8258, 4.8966)
C (-0.9081, -0.9512, 3.4249)
C (-1.6413, -2.0748, 5.4907)
H (-1.0669, 1.1732, 4.9153)
H (-1.2559, -0.0259, 2.9658)
H (-1.5669, -1.6702, 2.9380)
H (0.1577, -1.1740, 3.3741)
H (-1.9655, -2.0890, 6.5313)
H (-2.4440, -2.5345, 4.9142)
H (-0.8099, -2.7751, 5.5721)
C (0.8395, -3.7937, -3.7326)
O (1.6591, -3.9926, -4.5775)
N (-0.3005, -4.4436, -3.4966)
C (-1.1975, -4.1668, -2.3760)
C (-0.8566, -5.2819, -4.5816)
H (1.0444, -3.0975, -2.9046)
H (-1.9233, -3.3663, -2.5195)
H (-0.6881, -3.8456, -1.4675)
H (-1.6886, -5.0695, -2.0128)
H (-1.2091, -4.8402, -5.5137)
H (-0.0382, -5.8542, -5.0184)
H (-1.5320, -6.0400, -4.1852)
C (-3.9356, -2.8219, 1.6521)
O (-4.0077, -3.0917, 2.8049)
N (-4.4150, -3.5871, 0.6545)
C (-4.0061, -3.1458, -0.6892)
C (-5.2302, -4.7906, 0.7263)
H (-3.3438, -2.0382, 1.1544)
H (-4.6906, -2.4339, -1.1505)
H (-3.9203, -4.0333, -1.3161)
H (-2.9523, -2.8699, -0.7287)
H (-4.6364, -5.5451, 0.2102)
H (-5.2274, -5.2599, 1.7101)
H (-6.2159, -4.5916, 0.3059)
C (-2.9997, 4.8603, -1.9497)
O (-2.9033, 4.0024, -0.7741)
P (-3.3548, 4.6609, 0.6061)
O (-3.1828, 6.1794, 0.6371)
O (-4.8236, 4.0054, 0.9308)
C (-6.0499, 4.8148, 0.8885)
O (-2.3673, 3.9281, 1.7199)
C (-2.2644, 2.5081, 1.7224)
H (-2.7879, 4.2271, -2.8112)
H (-2.2050, 5.5984, -2.0578)
H (-3.9430, 5.4058, -1.9254)
H (-6.2255, 5.3939, 1.7951)
H (-6.7808, 4.0175, 0.7537)
H (-6.0825, 5.3907, -0.0363)
H (-2.2798, 2.0029, 2.6881)
H (-1.2351, 2.2018, 1.5358)
H (-2.8929, 1.9902, 0.9979)
C (2.6764, -1.5499, 4.7854)
O (2.4593, -2.7337, 4.3817)
P (3.5445, -3.9120, 4.2323)
O (4.3677, -4.3495, 5.3644)
O (2.5150, -5.1438, 3.7764)
C (1.8877, -5.9726, 4.7680)
O (4.4120, -3.5659, 2.9634)
C (3.7077, -3.2977, 1.7998)
H (3.5561, -1.2009, 5.3261)
H (1.9400, -1.2465, 5.5296)
H (2.3373, -0.7918, 4.0795)
H (1.9921, -6.9882, 4.3862)
H (0.7996, -5.9164, 4.7370)
H (2.2980, -6.0130, 5.7770)
H (2.6524, -3.2748, 2.0715)
H (3.9141, -4.0093, 1.0003)
H (4.0031, -2.3373, 1.3775)
C (-5.9779, 0.9606, -0.4923)
O (-6.4769, 0.4606, -1.7146)
P (-5.5036, -0.0004, -2.9567)
O (-6.1305, -0.9106, -3.9822)
O (-5.0475, 1.3889, -3.7097)
C (-6.0149, 2.1797, -4.4149)
O (-4.1649, -0.4550, -2.2696)
C (-3.0918, -0.8298, -3.0896)
H (-5.2631, 1.7827, -0.4576)
H (-5.6013, 0.1839, 0.1733)
H (-6.8767, 1.2243, 0.0652)
H (-7.0166, 1.7704, -4.2836)
H (-5.7099, 2.2081, -5.4610)
H (-6.1395, 3.2157, -4.0999)
H (-3.3185, -1.7856, -3.5620)
H (-2.2130, -0.7452, -2.4503)
H (-3.0447, 0.0066, -3.7870)
C (2.3499, 3.4806, 2.7094)
O (1.1370, 3.3734, 3.5832)
P (0.9730, 4.2978, 4.9352)
O (-0.1901, 3.9767, 5.7837)
O (2.4088, 4.1760, 5.6630)
C (2.6999, 3.2107, 6.6505)
O (1.1246, 5.7887, 4.3437)
C (-0.0351, 6.5007, 4.0963)
H (2.3537, 4.5178, 2.3742)
H (2.3794, 2.6621, 1.9902)
H (3.2581, 3.4793, 3.3121)
H (1.7911, 2.6785, 6.9313)
H (3.0904, 3.7013, 7.5422)
H (3.4110, 2.6233, 6.0696)
H (-0.8869, 6.2246, 4.7177)
H (-0.3997, 6.4162, 3.0726)
H (0.1937, 7.5259, 4.3876)
C (9.0309, -0.8529, -3.9243)
O (7.7712, -1.4840, -3.9343)
P (6.5334, -0.9987, -3.0452)
O (5.9635, 0.3416, -3.2968)
O (5.4518, -2.2448, -3.2166)
C (4.1188, -1.9580, -3.1588)
O (7.0892, -1.2188, -1.5121)
C (7.6086, -2.4885, -1.1007)
H (9.3241, -0.4217, -2.9671)
H (9.0667, 0.0654, -4.5105)
H (9.7512, -1.5835, -4.2923)
H (3.6206, -2.7858, -2.6543)
H (3.7896, -1.8446, -4.1917)
H (3.8052, -1.0526, -2.6392)
H (8.4790, -2.4637, -0.4451)
H (7.7940, -3.2649, -1.8430)
H (6.8549, -2.8196, -0.3862)

***

No. 2
C30H80N6O10Rb as an isolated structure in a non-equilibrium geometry. Source: OMol25; level of theory: wB97M-V/def2-TZVPD.

Results
multiplicity: 1
E_LUMO: -0.0702 Ha
E_HOMO: -11.034 eV
charge: +1
gap between HOMO and LUMO: 9.1226 eV

Element x y z (Å)
Rb (9.4320, -15.1285, 14.9346)
C (7.7048, -6.9630, 9.1947)
O (7.7862, -8.3593, 9.6120)
C (7.7042, -8.5674, 11.0131)
C (8.4027, -9.9392, 11.3062)
N (7.8654, -10.6995, 12.4203)
C (8.7186, -10.3789, 13.4946)
C (8.3725, -11.3824, 14.6012)
O (8.1836, -12.7411, 14.2143)
C (6.9402, -13.2366, 13.8732)
H (8.4237, -6.3633, 9.7530)
H (6.8505, -6.3208, 9.4087)
H (7.9267, -6.7489, 8.1492)
H (6.7059, -8.6626, 11.4401)
H (8.1569, -7.7357, 11.5531)
H (9.4874, -9.9337, 11.1992)
H (8.2082, -10.6652, 10.5167)
H (8.1579, -11.6653, 12.4617)
H (8.5626, -9.3538, 13.8307)
H (9.7852, -10.5099, 13.3124)
H (7.4868, -11.1290, 15.1838)
H (9.1752, -11.5935, 15.3078)
H (6.9293, -14.3155, 13.7181)
H (6.9183, -12.9561, 12.8201)
H (6.0731, -12.8357, 14.3981)
C (13.3892, -15.5059, 17.8485)
O (12.0564, -15.9344, 17.4168)
C (11.7337, -17.2852, 17.1941)
C (12.4104, -17.8235, 15.9293)
N (12.1900, -16.8925, 14.8565)
C (13.1027, -17.1088, 13.7771)
C (14.5950, -17.0258, 14.2390)
O (14.9429, -15.9554, 15.0897)
C (15.2419, -14.8343, 14.3673)
H (13.6322, -14.5849, 17.3185)
H (14.1062, -16.1988, 17.4082)
H (13.4340, -15.4589, 18.9365)
H (10.6751, -17.2170, 16.9434)
H (11.9306, -17.9344, 18.0473)
H (12.0537, -18.8257, 15.6916)
H (13.4386, -18.0876, 16.1764)
H (12.7004, -16.1728, 15.3479)
H (13.1017, -16.2668, 13.0848)
H (12.8948, -17.9875, 13.1666)
H (15.2428, -17.0609, 13.3631)
H (14.8998, -17.9889, 14.6484)
H (15.3664, -13.9348, 14.9702)
H (14.5897, -14.5701, 13.5348)
H (16.1937, -14.9758, 13.8554)
C (12.3066, -11.9876, 15.4310)
C (12.7083, -11.9399, 13.9700)
O (11.9672, -11.0898, 13.0730)
O (11.2925, -12.8711, 15.6815)
H (11.9536, -10.9788, 15.6451)
H (13.1542, -12.2924, 16.0449)
H (12.6756, -12.9800, 13.6456)
H (13.7710, -11.7421, 13.8302)
H (12.3522, -11.1402, 12.1950)
H (11.2215, -12.7852, 16.6350)
C (8.5613, -18.8742, 17.5148)
C (8.5884, -18.4636, 18.9804)
C (7.1604, -17.9093, 19.5267)
O (7.0870, -17.7726, 21.0018)
C (5.8782, -17.2090, 21.5406)
N (8.8371, -19.7356, 19.7689)
H (7.9954, -18.1533, 16.9247)
H (8.0711, -19.8348, 17.3569)
H (9.5562, -18.9319, 17.0733)
H (9.3172, -17.7112, 19.2818)
H (6.3211, -18.5164, 19.1874)
H (6.9852, -16.8960, 19.1651)
H (5.7792, -17.5128, 22.5828)
H (5.1809, -17.8431, 20.9932)
H (5.6013, -16.1727, 21.3470)
H (8.8507, -19.5160, 20.7547)
H (7.9126, -20.1302, 19.6705)
C (10.3130, -14.4933, 19.9756)
C (9.8928, -13.3401, 19.0561)
C (9.2551, -12.1456, 19.8002)
O (8.9931, -11.0352, 19.0980)
C (8.5026, -9.9856, 19.8686)
N (11.1045, -12.8747, 18.3694)
H (11.0822, -14.2272, 20.7006)
H (10.6097, -15.3124, 19.3205)
H (9.4871, -14.9140, 20.5493)
H (9.2199, -13.6833, 18.2703)
H (9.7708, -11.7985, 20.6956)
H (8.3682, -12.5400, 20.2960)
H (8.5452, -9.1509, 19.1689)
H (9.1827, -9.5933, 20.6246)
H (7.5980, -10.2331, 20.4242)
H (11.9384, -12.7794, 18.9311)
H (10.8995, -11.9524, 18.0125)
C (6.3797, -12.9134, 17.3270)
C (6.3997, -14.2715, 17.7390)
C (5.1455, -14.8100, 18.4246)
O (4.9906, -14.2558, 19.7277)
C (3.8026, -13.5585, 19.9149)
N (6.6488, -14.9787, 16.4678)
H (7.2952, -12.4766, 16.9281)
H (6.1647, -12.1839, 18.1079)
H (5.5708, -12.6769, 16.6357)
H (7.2637, -14.2900, 18.4032)
H (5.2718, -15.8889, 18.5148)
H (4.2960, -14.5365, 17.7988)
H (3.7822, -12.8198, 19.1136)
H (3.8112, -12.9824, 20.8402)
H (2.9178, -14.1845, 19.7993)
H (6.6878, -15.9778, 16.6109)
H (5.7964, -14.8864, 15.9338)
C (6.5956, -18.9378, 12.3668)
C (7.7695, -17.9644, 12.7993)
C (7.8856, -16.7679, 11.8523)
O (9.0580, -15.9613, 12.0028)
C (10.1747, -16.6244, 11.4950)
N (7.4484, -17.6548, 14.1683)
H (7.0045, -19.7304, 11.7402)
H (5.8038, -18.3470, 11.9063)
H (6.1147, -19.4760, 13.1836)
H (8.6904, -18.5446, 12.8588)
H (7.0953, -16.0338, 12.0088)
H (7.7833, -17.1033, 10.8203)
H (10.3274, -17.6482, 11.8367)
H (11.0506, -16.1523, 11.9400)
H (10.3238, -16.6264, 10.4152)
H (6.6136, -17.0872, 14.2013)
H (7.2366, -18.5736, 14.5301)

***

Which value of charge does entry 1 give? 0